{
  "formula": "C3H11BNO2",
  "method": "ωB97M-V with the def2-TZVPD basis set",
  "symbols": ["B", "C", "C", "C", "N", "O", "O", "H", "H", "H", "H", "H", "H", "H", "H", "H", "H", "H"],
  "xyz": [[-0.321, 0.432, 1.462], [0.926, -1.801, 1.061], [-0.785, 0.334, -2.265], [0.880, -0.444, 0.852], [0.591, 0.671, -1.761], [-0.797, 1.426, 0.698], [-0.623, 0.147, 2.762], [0.295, -2.289, 0.128], [0.335, -2.096, 1.876], [1.943, -2.196, 1.174], [-1.368, 0.205, -1.311], [-1.346, 1.168, -2.812], [-0.816, -0.457, -2.973], [1.666, 0.125, 0.384], [1.454, 0.373, -2.252], [0.777, 1.625, -1.412], [-1.545, 2.051, 1.062], [-1.265, 0.727, 3.328]],
  "e_tot_ev": -9543.77726,
  "e_homo_ha": [-0.487, -0.487],
  "charge": 1,
  "de_lowest_kcal_mol": 84.44,
  "orbital_gap_ev": [7.0, 7.0]
}